1.
The following is a DFT calculation (the ωB97M-V functional and the def2-TZVPD basis) of a 2-piece molecular cluster, C4H13N3O overall in a non-equilibrium geometry.

Structure (XYZ):
```
21
Properties=species:S:1:pos:R:3:forces:R:3
C -0.745734 0.538616 -2.767927 0.190 -0.106 0.116
C 0.219517 -2.129267 0.614146 -0.440 0.379 0.097
C 0.707745 -0.756788 0.229002 1.695 0.417 -0.760
O -1.532003 0.441346 -1.595078 0.819 0.375 1.749
N 1.668858 -0.658772 -0.630494 -1.348 0.418 0.843
H 1.824819 0.355867 -0.727769 0.361 -0.467 -0.227
H -0.153559 1.458843 -2.746789 0.090 -0.089 -0.220
H -1.396592 0.551407 -3.647045 -0.070 0.074 0.245
H -0.087883 -0.331834 -2.848916 0.157 0.145 -0.099
H 0.808317 -2.498001 1.458072 -0.127 -0.002 -0.009
H -0.836935 -2.111165 0.887317 0.075 -0.118 0.057
H 0.349225 -2.811717 -0.230511 0.095 0.289 0.173
C -0.555639 0.318050 2.123845 0.190 -0.247 0.043
N 0.154887 0.403872 0.847411 -0.345 0.114 -0.336
N 0.863787 1.606437 0.554561 -0.097 -0.068 0.595
H -0.929745 0.579618 -0.781542 -1.344 -0.397 -1.874
H 1.631977 1.731528 1.219127 -0.101 -0.086 -0.091
H 0.246671 2.414720 0.662903 0.025 -0.529 -0.153
H -1.498637 -0.220095 1.996754 0.142 0.044 0.030
H -0.793432 1.314745 2.510666 0.121 -0.164 -0.315
H 0.054356 -0.197411 2.872270 -0.090 0.018 0.136
```
Forces are in eV/Å.

Output
Charge: 0
HOMO-LUMO gap: 9.59 eV
Structure (SMILES): [H]/N=C(/C)N(C)N.CO
Energy above the lowest of the compared OMol25 structures with the same formula, charge and spin: 260.6 kJ/mol
Molar mass: 119.168 g/mol

2.
The following is a DFT calculation (the ωB97M-V functional and the def2-TZVPD basis) of a 2-piece molecular cluster, C4H13N3O overall in a non-equilibrium geometry.

Structure (XYZ):
```
21
Properties=species:S:1:pos:R:3:forces:R:3
C 2.583938 -0.698659 2.199762 -0.221 3.377 -2.816
C 1.377811 -1.181982 1.387518 1.758 1.572 -3.436
C 0.580686 0.083230 0.857052 1.649 -2.101 0.484
N 0.991353 0.333770 -0.517524 -1.463 2.027 -1.707
C -0.151422 1.006753 -1.171152 -0.300 3.531 -1.080
N -1.045748 0.133665 -1.778923 1.281 -2.678 0.444
N -0.302654 2.338536 -1.184182 2.323 -3.961 1.528
H 2.878079 -1.385986 2.905308 0.579 -1.032 2.156
H 3.475824 -0.532308 1.529585 -0.805 -0.370 0.447
H 2.344458 0.407518 2.492563 0.648 -2.267 0.586
H 1.733224 -1.813929 0.487084 -0.542 1.148 1.176
H 0.753830 -1.818926 1.863261 -1.949 -1.829 2.173
H 0.796292 0.796761 1.640362 -0.086 1.082 -0.431
H -0.487191 -0.010717 0.824040 -0.553 -0.550 0.197
H 1.835286 0.909046 -0.691479 -0.846 -0.350 0.682
H -0.761557 -0.879183 -2.041662 -0.458 2.758 0.752
H -1.766329 0.540898 -2.328076 -0.389 0.214 -0.361
H -1.113750 2.817974 -1.517869 -0.702 -0.613 -0.728
H -2.664468 -0.810783 -0.305918 -1.962 -1.000 0.223
H -3.061100 -2.023338 0.458575 0.574 -1.670 1.305
O -3.476165 -1.386857 -0.073806 1.462 2.712 -1.593
```
Forces are in eV/Å.

Output
Charge: 0
HOMO-LUMO gap: 9.92 eV
Structure (SMILES): [H]/N=C(\N)NCCC.O
Energy above the lowest of the compared OMol25 structures with the same formula, charge and spin: 251.0 kJ/mol
Molar mass: 119.168 g/mol

3.
The following is a DFT calculation (the ωB97M-V functional and the def2-TZVPD basis) of C4H13N3O as an isolated structure in a non-equilibrium geometry.

Structure (XYZ):
```
21
Properties=species:S:1:pos:R:3:forces:R:3
C -1.049617 -1.809262 -0.259114 1.311 0.924 -1.514
C 0.446809 -1.291610 -1.503554 -1.680 -0.949 0.193
C -2.088900 -0.735659 -0.531086 -0.029 -0.189 0.034
O -0.677918 -1.965066 0.978014 0.829 0.743 1.048
H 0.135569 -0.951694 1.282849 -0.597 -0.908 -0.252
H -1.220900 -2.746548 -0.801251 -0.081 0.056 0.045
H -1.753648 0.223835 -0.134995 0.000 -0.009 -0.013
H 0.826019 -0.297172 -1.770860 0.165 0.055 0.367
H 1.220451 -2.057403 -1.409738 0.176 0.236 0.030
H -0.145797 -1.549339 -2.379682 0.011 -0.122 -0.103
H -3.012690 -1.011754 -0.013244 0.017 0.024 -0.024
H -2.298642 -0.632595 -1.595020 -0.003 0.014 -0.025
N 0.546566 1.191898 1.119842 -0.108 -0.115 0.072
N 0.997834 -0.138399 1.010957 -0.223 -0.512 -1.563
C 1.217245 3.310365 0.677904 -0.099 -0.246 -0.007
N 1.305515 2.072876 0.407428 0.114 0.265 -0.098
H 0.348656 1.446473 2.087227 0.105 -0.088 -0.168
H 1.937851 -0.283093 1.381115 -0.157 -0.007 -0.092
H 0.907671 -0.490910 -0.074183 0.177 0.934 2.038
H 1.752948 3.999549 0.040364 0.091 -0.022 0.048
H 0.604976 3.715508 1.487028 -0.019 -0.087 -0.015
```
Forces are in eV/Å.

Output
Charge: 0
HOMO-LUMO gap: 8.80 eV
Energy above the lowest of the compared OMol25 structures with the same formula, charge and spin: 583.0 kJ/mol
Molar mass: 119.168 g/mol

4.
The following is a DFT calculation (the ωB97M-V functional and the def2-TZVPD basis) of one molecule with the formula C4H13N3O in a non-equilibrium geometry.

Structure (XYZ):
```
21
Properties=species:S:1:pos:R:3:forces:R:3
C 1.248002 -1.230283 -0.207778 -0.519 0.207 0.267
C -0.092745 0.508497 -1.350609 -0.001 -0.020 0.180
C -1.560253 2.107931 1.426963 -0.159 -0.145 -0.339
C 0.556708 -2.359369 -0.968562 0.353 0.377 0.227
N 0.519353 0.043714 -0.117705 -0.253 -0.500 0.397
N -0.305521 0.072513 1.022977 -0.154 0.078 -0.090
N -0.334484 1.360109 1.613971 0.170 -0.140 0.245
O 2.452049 -0.911514 -0.843279 0.731 1.247 0.242
H 2.622448 0.005247 -0.480995 0.069 -1.399 -0.668
H -1.256820 -0.253414 0.807075 0.209 0.249 -0.026
H -0.149386 1.236607 2.602830 -0.012 -0.018 -0.122
H 1.422462 -1.535573 0.837577 -0.151 0.099 -0.263
H 0.601351 0.310378 -2.165470 -0.045 0.044 -0.075
H -0.251426 1.584790 -1.283141 -0.022 -0.022 -0.053
H -1.053373 0.015969 -1.563245 0.011 0.000 -0.016
H -2.461320 1.557642 1.741278 0.018 0.066 -0.032
H -1.666218 2.374450 0.369728 -0.060 0.007 0.189
H -1.495240 3.026138 2.005515 -0.029 0.068 0.036
H 1.188695 -3.241734 -0.927262 -0.010 -0.147 0.006
H 0.419711 -2.091351 -2.012264 -0.075 0.022 -0.101
H -0.403994 -2.580748 -0.507602 -0.072 -0.073 -0.004
```
Forces are in eV/Å.

Output
Charge: 0
HOMO-LUMO gap: 9.94 eV
Structure (SMILES): CNNN(C)[C@@H](C)O
Energy above the lowest of the compared OMol25 structures with the same formula, charge and spin: 309.5 kJ/mol
Molar mass: 119.168 g/mol

5.
The following is a DFT calculation (the ωB97M-V functional and the def2-TZVPD basis) of a 2-piece molecular cluster, C4H13N4O overall in a non-equilibrium geometry.

Structure (XYZ):
```
22
Properties=species:S:1:pos:R:3:forces:R:3
C 0.500020 0.192506 -2.086788 -0.912 -2.305 0.352
C 0.395937 2.194641 -0.764542 0.174 -0.069 1.674
N -0.015588 1.611475 0.358789 0.005 -0.093 0.509
N 0.928154 1.539331 -1.786458 -0.322 -0.162 -0.338
N 0.384073 3.535991 -0.756311 0.072 0.681 -1.157
H -0.109943 0.618423 0.581992 0.195 -0.295 -0.870
H 0.004074 2.186037 1.189182 -0.305 0.148 -0.202
H 1.064737 2.112334 -2.604348 0.167 -0.021 -0.126
H 0.441879 3.975596 -1.664054 0.273 0.106 0.104
H -0.227540 4.055653 -0.148818 -0.005 -0.322 0.328
H 0.604264 -0.610053 -1.346773 0.548 1.051 0.935
H 1.032433 -0.331644 -2.874436 0.011 1.001 -0.713
H -0.586505 0.146358 -2.198387 0.083 0.202 -0.717
C -1.661710 -3.131495 1.435735 -0.138 -1.110 -1.113
C -0.501062 -2.219921 1.173584 0.205 0.484 1.269
O -0.541974 -1.220260 0.460031 -0.215 -0.088 -0.151
N 0.547327 -2.427483 2.002462 0.526 -0.158 -0.121
H -2.168503 -3.425206 0.514115 -0.220 0.724 -0.060
H -2.344627 -2.649033 2.129589 -0.056 -0.006 -0.039
H 1.338855 -1.804477 2.001163 -0.084 0.100 -0.282
H 0.719112 -3.311948 2.443299 -0.308 -0.134 0.122
H -1.374667 -4.120006 1.794559 0.306 0.265 0.594
```
Forces are in eV/Å.

Output
Charge: +1
HOMO-LUMO gap: 10.86 eV
Energy above the lowest of the compared OMol25 structures with the same formula, charge and spin: 86.0 kJ/mol
Molar mass: 133.175 g/mol

6.
The following is a DFT calculation (the ωB97M-V functional and the def2-TZVPD basis) of a 2-piece molecular cluster, C4H13N4O overall in a non-equilibrium geometry.

Structure (XYZ):
```
22
Properties=species:S:1:pos:R:3:forces:R:3
C 1.329118 -1.296921 -3.614807 -0.060 -0.677 0.073
C 0.417172 -0.741157 -2.577281 -1.342 1.308 -0.636
O 0.435947 -1.084124 -1.407337 0.744 -0.329 0.209
N -0.567989 0.164535 -2.921527 1.382 -0.819 0.224
H 1.956327 -0.724423 -4.273459 0.126 0.937 0.302
H 0.794039 -1.919706 -4.275772 -1.435 -0.416 -1.101
H -1.089523 0.467141 -2.133907 -0.658 0.241 0.249
H -0.847361 0.447446 -3.830826 0.124 0.073 -0.611
H 1.874274 -2.078278 -3.155792 1.209 -0.325 0.888
C 0.287104 2.258662 2.216291 0.631 0.286 0.035
C -0.705040 -0.097652 2.151352 3.658 0.005 -2.346
N -1.304488 -1.116003 2.780447 -0.907 -0.193 1.818
N -0.470996 1.101557 2.699395 -3.446 -0.641 2.303
N -0.093142 -0.356004 0.977977 -0.538 -0.344 1.443
H -1.779884 -0.836814 3.642099 0.342 -0.428 -0.296
H -0.920700 -2.079155 2.847426 -0.351 1.217 -0.705
H -1.199686 1.236689 3.476978 1.929 0.519 -1.322
H 0.134917 0.292387 0.258481 0.212 0.636 -0.005
H 0.215468 -1.277092 0.744424 -0.431 -0.511 -0.321
H 1.204585 1.946299 1.642928 -1.232 0.069 0.316
H 0.719312 2.768742 3.121408 -0.793 -0.320 -0.904
H -0.389459 2.923877 1.631492 0.836 -0.291 0.388
```
Forces are in eV/Å.

Output
Charge: +1
HOMO-LUMO gap: 10.30 eV
Energy above the lowest of the compared OMol25 structures with the same formula, charge and spin: 161.8 kJ/mol
Molar mass: 133.175 g/mol